Below is C21H32O2 in the gas phase, with properties calculated with ωB97M-V with the def2-TZVPD basis set.

Last columns: bonded neighbours and bond lengths (Å).
Cartesian coordinates (Å):
1 C 1.8808 -2.3932 -0.9520  H5 1.092, C32 1.505, C41 1.506, H49 1.092
2 C -0.1076 -2.0119 0.5514  C3 1.503, H9 1.082, C41 1.324
3 C -1.0157 -3.0530 -0.0396  C2 1.503, H12 1.094, C30 1.502, H33 1.089
4 H -2.0717 2.9207 1.5045  C8 1.090
5 H 2.9487 -2.2121 -0.8135  C1 1.092
6 C -2.5474 -3.7806 1.8309  C21 1.501, H27 1.083, C30 1.324
7 H 2.2147 0.7430 -1.2293  C20 1.091
8 C -1.1769 2.3590 1.7728  H4 1.090, H48 1.091, C53 1.509, C55 1.535
9 H -0.5429 -1.4678 1.3794  C2 1.082
10 H -4.5005 -2.9613 1.7005  C21 1.096
11 H 1.4205 -0.3469 -3.7273  C19 1.083
12 H -1.8614 -2.5494 -0.5176  C3 1.094
13 C -2.7502 0.4369 2.3409  C39 1.498, H40 1.089, H51 1.095, C55 1.530
14 H 2.0377 2.7591 -1.0192  C22 1.089
15 H -0.5320 -0.0266 -1.4052  C23 1.092
16 H -1.9259 0.7554 -2.2204  C23 1.087
17 H 4.3351 3.6470 -0.6506  C47 1.088
18 H 3.6735 0.9789 -3.9268  C31 1.084
19 C 1.8100 -0.6661 -2.7689  H11 1.083, C20 1.501, C32 1.325
20 C 2.7283 0.3058 -2.0864  H7 1.091, C19 1.501, H29 1.096, C31 1.497
21 C -3.4730 -2.5989 1.8227  C6 1.501, H10 1.096, H24 1.087, C44 1.501
22 C 2.4867 3.4322 -1.7477  H14 1.089, H35 1.095, C42 1.497, C47 1.529
23 C -1.0405 0.9178 -1.6114  H15 1.092, H16 1.087, O38 1.423, H54 1.092
24 H -3.2494 -1.9271 0.9977  C21 1.087
25 H -1.7445 1.7217 3.7440  C55 1.092
26 H -3.5942 -2.5181 3.9944  C44 1.083
27 H -2.7766 -4.5195 2.5889  C6 1.083
28 H -3.0601 -0.2580 4.3779  C39 1.084
29 H 3.5995 -0.2339 -1.6978  C20 1.096
30 C -1.5037 -3.9767 1.0403  C3 1.502, C6 1.324, H45 1.082
31 C 3.1981 1.3663 -3.0325  H18 1.084, C20 1.497, C42 1.324
32 C 1.4419 -1.8420 -2.2817  C1 1.505, C19 1.325, H37 1.082
33 H -0.4937 -3.6258 -0.8053  C3 1.089
34 H -0.6717 0.5974 2.9080  C55 1.093
35 H 1.7016 4.0930 -2.1305  C22 1.095
36 O 0.6025 1.5281 0.3779  C53 1.204
37 H 0.7506 -2.4552 -2.8448  C32 1.082
38 O -1.4957 1.5099 -0.4005  C23 1.423, C53 1.335
39 C -3.0761 -0.6162 3.3552  C13 1.498, H28 1.084, C44 1.324
40 H -2.5650 -0.0028 1.3620  C13 1.089
41 C 1.1297 -1.7305 0.1730  C1 1.506, C2 1.324, H46 1.081
42 C 3.0823 2.6783 -2.8960  C22 1.497, C31 1.324, H52 1.084
43 H 3.1117 4.8510 -0.2376  C47 1.088
44 C -3.3835 -1.8859 3.1404  C21 1.501, H26 1.083, C39 1.324
45 H -0.9003 -4.8632 1.1859  C30 1.082
46 H 1.6528 -0.9284 0.6738  C41 1.081
47 C 3.5513 4.2836 -1.0548  H17 1.088, C22 1.529, H43 1.088, H50 1.089
48 H -0.4383 3.0273 2.2167  C8 1.091
49 H 1.7135 -3.4718 -0.9321  C1 1.092
50 H 4.0037 4.9814 -1.7571  C47 1.089
51 H -3.6089 1.1098 2.2421  C13 1.095
52 H 3.4798 3.3154 -3.6784  C42 1.084
53 C -0.5693 1.7623 0.5266  C8 1.509, O36 1.204, O38 1.335
54 H -0.3441 1.5859 -2.1215  C23 1.092
55 C -1.5340 1.2556 2.7789  C8 1.535, C13 1.530, H25 1.092, H34 1.093

Values from the calculation:
LUMO   0.9 eV
Structure (SMILES)   CC/C=C\C/C=C\C/C=C\C/C=C\C/C=C\CCCC(=O)OC
Gap between HOMO and LUMO   0.356 Eh
Spin multiplicity   1
ΔE to the lowest compared entry with this formula, charge and spin   2.4 kcal/mol
HOMO energy   -8.79 eV